Entry 1:
{
  "formula": "C24H32F3N3O2",
  "method": "ωB97M-V with the def2-TZVPD basis set",
  "smiles": "O=C(CN1[C@@H]2CCC[C@H]1C[C@H](NC(=O)C1CCCCC1)C2)Nc1ccccc1C(F)(F)F",
  "gap_ha": 0.327,
  "lumo_ev": 0.5,
  "symbols": ["C", "C", "C", "H", "H", "H", "F", "F", "H", "H", "H", "C", "H", "C", "H", "H", "H", "C", "H", "O", "C", "C", "H", "H", "H", "H", "C", "C", "C", "H", "H", "H", "C", "H", "H", "C", "C", "O", "H", "N", "C", "H", "C", "H", "H", "H", "H", "C", "F", "H", "C", "H", "N", "C", "C", "H", "H", "N", "C", "H", "C", "H", "C", "C"],
  "coordinates": [[3.20488, 0.10812, 0.24630], [-2.28009, -0.66546, 0.12598], [-2.33454, -2.19832, -0.02940], [1.87751, 2.01771, -1.15844], [2.78676, 4.22171, -1.84857], [1.19553, 0.37371, 0.55080], [-6.28876, -0.48366, 0.93622], [-6.17901, -0.31508, -1.20123], [2.46122, 4.19065, -0.11274], [1.47319, -1.82752, -1.92650], [-0.43672, -4.97859, -1.65340], [-4.82689, 3.84697, 0.26593], [2.40365, -2.26230, 0.18666], [0.74458, -1.74797, -1.11840], [5.12705, 1.54097, 1.60398], [2.73078, 1.98645, 1.17459], [-2.88782, -2.39658, -0.95725], [1.12090, -4.75680, -0.19778], [1.03619, -4.24006, -2.29373], [-1.28775, 0.00069, 0.30390], [-3.95291, 1.18720, 0.12009], [2.92272, 2.26500, -0.95517], [1.27009, -2.36432, 2.25700], [-0.55674, -5.32308, 1.00915], [-1.09372, -3.22353, 1.97975], [1.38041, -5.81080, -0.32191], [4.82395, 1.98697, 0.65476], [-3.04205, 2.23550, 0.25001], [3.37033, 1.62107, 0.36295], [-4.27767, -0.82554, -0.09263], [5.45388, 1.55674, -0.12535], [-2.74957, 4.33552, 0.42129], [-0.38332, -3.20029, 1.14293], [-2.94446, -2.56876, 0.80530], [-0.90474, -2.69213, -2.10182], [-0.27364, -2.89385, -1.22629], [-6.34477, 0.41702, -0.07333], [4.12038, -0.65234, 0.00405], [0.20521, -0.80846, -1.25191], [-1.14093, -2.98444, -0.07078], [4.55336, 4.13609, -0.61025], [4.66786, 5.22120, -0.55897], [3.09881, 3.77952, -0.89974], [4.41404, 3.91197, 1.52424], [-5.16388, 4.86950, 0.32153], [0.05874, -1.19507, 1.73818], [-6.80183, 3.04240, 0.09250], [0.36767, -4.27326, -1.43254], [-7.60063, 0.86307, -0.10301], [6.05229, 3.74074, 0.89003], [1.48761, -1.66901, 0.22535], [3.52728, 1.85707, -1.76830], [1.93374, -0.30341, 0.42826], [-3.47651, 3.54414, 0.32176], [-5.32089, 1.50385, 0.06485], [2.05256, -4.20725, -0.08565], [-1.99091, 2.00950, 0.29466], [-3.54665, -0.14166, 0.03861], [0.62437, -2.07480, 1.42674], [5.18284, 3.77004, -1.42418], [-5.74627, 2.82407, 0.13744], [0.84376, -4.78765, 1.94495], [0.25526, -4.59337, 1.04729], [5.00425, 3.50026, 0.70119]]
}

---

Entry 2:
{
  "formula": "C24H32N2O2",
  "method": "ωB97M-V with the def2-TZVPD basis set",
  "smiles": "C[C@H](Cc1ccccc1)NC(=O)CCCCC(=O)N[C@@H](C)Cc1ccccc1",
  "gap_ha": 0.341,
  "lumo_ev": 0.6,
  "de_lowest_kcal_mol": 1.79,
  "symbols": ["C", "H", "H", "H", "C", "C", "H", "H", "H", "H", "H", "C", "H", "C", "H", "H", "N", "H", "C", "C", "H", "H", "C", "O", "H", "H", "H", "C", "H", "H", "C", "C", "N", "H", "C", "C", "H", "H", "H", "H", "C", "H", "C", "H", "C", "H", "C", "H", "H", "C", "C", "H", "C", "H", "C", "C", "C", "C", "O", "H"],
  "coordinates": [[-5.41518, -0.88864, 0.52357], [1.28313, -1.46365, 1.46203], [4.36339, -1.01986, -2.21830], [5.25041, -0.04006, -1.04300], [4.54703, -1.13615, 2.24105], [4.41957, -0.73193, -1.17130], [-6.64892, -3.74980, 1.82853], [0.29455, 4.36392, -0.14311], [3.98753, 1.04094, 0.89378], [3.72689, -3.94356, 3.93026], [-7.10116, -1.32442, 1.76262], [-4.07032, -2.75954, -0.11654], [-5.61620, 0.17252, 0.49280], [1.62999, 1.29288, -2.13733], [5.65195, -2.45966, 3.50468], [-2.77035, -1.02227, -1.59813], [2.82558, 1.06452, -1.56478], [2.28202, -0.78178, -0.87628], [3.15961, 0.34252, 0.75019], [4.69311, -2.24565, 3.05548], [-0.84585, -1.01816, 0.05791], [2.22691, 0.86064, 0.98614], [-2.50922, 0.34235, 0.05183], [0.69570, 0.51528, -2.04589], [-1.09666, 3.04415, -2.48919], [-4.00260, 0.24740, -1.48502], [0.46601, 2.62761, -0.34955], [-2.07051, 2.66349, -0.63703], [-2.05206, -1.34705, 1.31354], [-1.02808, 1.01726, -1.27842], [-3.40642, -0.46359, -0.90849], [2.38731, -2.79367, 2.71757], [-1.78322, 1.34977, -0.68795], [-1.55135, 4.50507, -1.59779], [2.24317, -1.68415, 1.90482], [3.61371, -3.07814, 3.29439], [1.16876, 4.69278, -2.48234], [2.31608, 3.94020, -1.37385], [1.53966, -3.43659, 2.90341], [-3.22052, -3.16664, -0.64648], [-5.99638, -3.09138, 1.27392], [-4.70317, -4.66549, 0.61839], [1.37576, 3.78646, -1.90993], [4.61327, -1.61907, -0.57505], [3.11295, -0.08453, -0.72945], [2.43518, 2.75799, -3.49029], [3.32163, -0.84337, 1.65740], [0.68161, 2.55589, -3.55718], [3.55372, 1.75621, -1.65134], [-1.13606, 3.50214, -1.50119], [-6.24934, -1.73009, 1.23624], [-3.14050, 0.87538, 0.77097], [1.53832, 2.61041, -2.88568], [5.39409, -0.48912, 2.06086], [0.26539, 3.56043, -0.88129], [-4.90503, -3.60407, 0.59489], [-1.52187, -0.56264, 0.77980], [-4.31590, -1.39353, -0.16176], [-2.96814, 3.13524, 0.03235], [-0.93900, 0.01481, 1.49450]]
}

---

Entry 3:
{
  "formula": "C24H32N2O21P",
  "method": "ωB97M-V with the def2-TZVPD basis set",
  "charge": 1,
  "gap_ha": 0.209,
  "lumo_ev": -5.9,
  "symbols": ["H", "N", "C", "H", "O", "O", "H", "O", "C", "H", "C", "C", "H", "H", "C", "O", "O", "C", "H", "C", "O", "C", "O", "H", "H", "C", "O", "O", "H", "H", "C", "C", "H", "H", "H", "H", "O", "C", "O", "O", "O", "O", "C", "H", "H", "C", "O", "N", "H", "H", "H", "H", "C", "O", "O", "H", "O", "H", "O", "H", "H", "O", "H", "C", "H", "C", "C", "C", "H", "H", "P", "O", "C", "C", "H", "H", "C", "C", "H", "C"],
  "coordinates": [[-1.81275, -0.63632, 0.61842], [0.09222, -1.46913, 1.68551], [0.71759, -2.40980, 2.72736], [7.30395, 5.73169, -5.21524], [-1.34138, -3.59281, 8.96940], [1.60273, 1.57961, -2.12483], [-0.57978, -3.05998, 6.46830], [-3.60940, -3.44031, 8.71088], [1.45141, 3.78862, -11.89026], [2.97077, 4.94704, -9.41889], [-4.15394, -4.14737, 10.81126], [0.24803, -1.54398, -2.26715], [1.86607, -2.49871, 2.93747], [5.99514, 3.98825, -4.23224], [-7.03392, -1.28492, 2.67924], [4.76932, 4.67116, -5.75756], [-2.76536, -4.32305, 10.60367], [7.03505, 4.91037, -5.88770], [0.27187, 4.55561, -9.10138], [-4.69329, -4.00434, 9.42503], [2.52311, 4.46637, -11.38470], [2.13256, 4.96915, -10.12072], [2.10337, -4.93096, 4.69551], [0.01344, -2.32146, -1.53494], [1.38892, 3.16998, -9.17634], [5.08823, 5.39975, -6.86712], [-6.78270, -0.10313, 2.84639], [1.37705, 3.36986, -13.03340], [2.69021, 4.62433, 0.03858], [2.74924, 5.92279, -1.96876], [1.35152, 0.39781, -2.29199], [5.95915, 4.04001, -5.32388], [-4.31020, -3.24757, 11.41562], [0.77825, -0.86780, 1.13923], [-4.57942, -5.00675, 11.33670], [5.98834, 3.02323, -5.72960], [-3.02325, -4.29650, 5.88137], [-1.42908, -1.40198, 1.44864], [2.02256, -0.41812, -3.15663], [4.74571, 5.84858, -1.41721], [-3.88957, -5.01715, 3.75893], [4.58804, 3.91463, -0.27296], [5.38169, 4.98379, -0.57380], [1.53605, -2.32058, -3.81963], [1.01024, -2.65555, 6.21808], [-2.51942, -2.32811, 2.30616], [6.51232, 5.14548, -0.14578], [0.39919, -3.47635, 6.50715], [-2.78691, -3.41668, 6.29927], [-4.94979, -4.96883, 8.97444], [-8.37199, -4.00419, 3.43628], [-5.56758, -3.34893, 9.38394], [-6.79549, -3.42237, 2.07640], [0.47348, 3.63939, -10.94949], [0.36396, -0.28130, -1.63853], [-6.84939, -4.00332, 1.15159], [-8.02147, -1.96404, 3.33269], [1.79582, 6.00418, -10.24072], [-6.36288, -2.10085, 1.81459], [2.30367, -2.21743, -2.21541], [-6.08176, -3.90017, 2.75581], [4.27137, 5.93513, -7.59773], [-3.68132, -2.27324, 2.10389], [3.56465, 5.20333, -1.85409], [-0.55732, -1.49756, -3.00764], [-2.96916, -4.25613, 4.41136], [-0.28492, -3.36087, 3.65270], [3.29670, 4.20776, -0.77242], [7.93764, 4.34668, -6.13916], [-8.94276, -3.18029, 1.96358], [0.42630, -4.52652, 5.02257], [6.43971, 5.45006, -7.05271], [-2.47231, -3.76996, 9.39046], [1.58995, -1.73964, -2.89483], [3.75845, 4.72782, -2.82137], [2.58332, -4.70376, 5.56275], [-8.13740, -3.22671, 2.70407], [1.02512, 4.05218, -9.71361], [2.81246, 3.30295, -1.14988], [-1.95003, -3.35203, 3.49502]]
}